Entry 1:
This record from the Open Molecules 2025 dataset describes a molecular structure, C6H21BeN10O8. The level of theory is ωB97M-V with the def2-TZVPD basis set.

```
46
Properties=species:S:1:pos:R:3:nbo_charge:R:1
Be 0.9740 -0.0341 -0.8782 1.671
O 4.5124 -0.7374 -2.7363 -0.662
C 3.2595 -0.3703 -2.4539 0.952
O 3.0395 0.7847 -2.0196 -0.767
O 2.3713 -1.2548 -2.4249 -0.832
H 4.3698 -1.6919 -2.8152 0.493
C -1.6595 1.8328 1.0157 0.778
O -0.9434 0.9916 0.4880 -0.708
N -2.9412 1.5935 1.3513 -0.831
N -1.1125 2.9271 1.5786 -0.846
H -3.3435 0.6928 1.1499 0.417
H -3.5254 2.2771 1.8003 0.398
H -1.6454 3.6377 2.0495 0.404
H -0.2157 3.1007 1.1481 0.419
C -2.3941 -2.1031 -0.8092 0.784
O -1.2709 -1.6464 -0.9072 -0.688
N -3.1462 -2.4355 -1.8964 -0.837
N -3.0263 -2.1642 0.3974 -0.870
H -2.8133 -2.3665 -2.8413 0.419
H -4.0368 -2.8699 -1.7227 0.386
H -2.3243 -2.0113 1.1061 0.421
H -3.9719 -2.4523 0.5703 0.404
C 2.2284 1.1914 2.6427 0.779
O 2.1813 0.6736 1.5295 -0.694
N 3.3558 1.6777 3.1471 -0.814
N 1.1880 1.3063 3.5228 -0.854
H 3.2479 2.2808 3.9425 0.386
H 4.1831 1.7087 2.5738 0.421
H 1.4469 1.5738 4.4552 0.386
H 0.3061 1.5585 3.1045 0.413
C 1.1206 -3.1286 1.1654 0.783
O 0.8444 -1.9924 0.7946 -0.715
N 1.5199 -4.0988 0.3759 -0.813
N 1.1323 -3.4875 2.4722 -0.831
H 1.9714 -4.8833 0.8098 0.390
H 1.4402 -4.0178 -0.6241 0.426
H 0.8897 -2.8668 3.2234 0.414
H 1.4730 -4.4056 2.6926 0.384
C -0.8436 2.3527 -3.0413 0.789
O -0.1620 1.5440 -2.3808 -0.758
N -2.1347 2.5522 -2.8848 -0.816
N -0.2969 3.0162 -4.0665 -0.822
H -2.6164 1.9119 -2.2756 0.421
H -2.5325 3.3191 -3.3973 0.401
H -0.7317 3.7616 -4.5814 0.395
H 0.6326 2.7518 -4.3509 0.424
```

Properties
spin multiplicity	1
charge	+1
E	-38243.4094	eV
LUMO	-3.2	eV
ΔE to the lowest compared entry with this formula, charge and spin	0.000	eV
HOMO-LUMO gap	8.3329	eV



Entry 2:
This record from the Open Molecules 2025 dataset describes C6H21N6P in the gas phase. The level of theory is ωB97M-V with the def2-TZVPD basis set.

```
34
Properties=species:S:1:pos:R:3:nbo_charge:R:1
C -3.3361 -0.1530 -0.8537 -0.416
N -2.2406 0.1484 0.0353 -0.308
C -2.7370 0.3037 1.4356 -0.439
N -1.3537 1.2150 -0.4264 -0.805
P -0.0151 0.7509 -1.4799 1.275
N 0.5817 2.3412 -1.8462 -1.151
N 1.0406 0.1548 -0.3166 -0.521
N 1.4113 0.9369 0.6683 -0.283
C 1.1066 0.4654 1.9694 -0.415
C 2.7382 1.3948 0.5186 -0.417
N 1.6019 -1.4661 -0.3863 -0.295
C 0.6008 -2.3488 0.0833 -0.472
C 1.8094 -1.6954 -1.7326 -0.433
H -4.0806 0.6603 -1.0885 0.158
H -2.9472 -0.5022 -1.7469 0.205
H -3.9837 -0.8748 -0.2700 0.201
H -3.5564 0.9691 1.5783 0.187
H -2.7585 -0.7923 1.8492 0.214
H -1.9378 0.8842 2.0130 0.213
H -1.9373 2.0256 -0.9238 0.352
H 1.4035 2.1412 -2.4509 0.382
H 0.8729 2.8447 -0.9964 0.379
H 0.0351 0.1288 2.0200 0.220
H 1.9279 -0.3541 2.2913 0.165
H 1.1442 1.1745 2.7319 0.199
H 3.4199 0.6080 0.8698 0.179
H 2.8956 1.6207 -0.5165 0.201
H 3.0419 2.2829 0.9946 0.198
H 0.2344 -3.1131 -0.6338 0.192
H 1.0813 -2.8033 1.0182 0.207
H -0.3631 -1.7808 0.3100 0.234
H 2.4940 -0.9045 -1.9975 0.217
H 2.2600 -2.7559 -1.8034 0.194
H 0.8161 -1.8763 -2.1635 0.183
```

Properties
spin multiplicity	1
E	-24786.4561	eV
SMILES string	CN(C)NP(N)N(N(C)C)N(C)C
LUMO	1.0	eV
ΔE to the lowest compared entry with this formula, charge and spin	0.443	eV
HOMO-LUMO gap	8.6935	eV



Entry 3:
This record from the Open Molecules 2025 dataset describes 4 unconnected molecules or ions with the total composition C6H21NO3. The level of theory is ωB97M-V with the def2-TZVPD basis set.

```
31
Properties=species:S:1:pos:R:3:nbo_charge:R:1
C 2.3452 1.7632 -0.0414 -0.631
C 1.6141 0.8941 0.9344 -0.422
C 0.0677 1.1258 1.0223 -0.227
N -0.7130 -0.0712 0.6537 -0.663
C -1.5945 0.0591 -0.5423 -0.051
C -2.2608 -1.2717 -0.8084 -0.628
C -2.6470 1.1380 -0.2510 -0.638
H 3.4124 1.8887 0.1525 0.223
H 2.1585 1.5994 -1.1046 0.213
H 2.0738 2.8339 -0.0280 0.209
H 1.7750 -0.1500 0.7673 0.190
H 1.8836 1.1164 1.9709 0.211
H -0.1820 1.9201 0.3103 0.186
H -0.2502 1.5257 1.9841 0.192
H -1.2883 -0.2911 1.4595 0.351
H -0.9307 0.3143 -1.3599 0.189
H -1.6425 -1.9311 -1.4067 0.232
H -2.8314 -1.7172 0.0074 0.215
H -3.1421 -1.0294 -1.4214 0.215
H -2.3369 1.8975 0.4644 0.212
H -3.1749 1.5811 -1.0954 0.221
H -3.4576 0.6599 0.3206 0.201
O 0.4620 -2.6681 2.0461 -0.946
H 0.1458 -1.7781 2.2231 0.470
H -0.0460 -2.9872 1.2952 0.477
O 2.4349 -1.8856 -0.5745 -0.922
H 2.6702 -2.0253 0.3572 0.467
H 1.7673 -1.1984 -0.3915 0.452
O 1.0516 -0.5419 -2.5316 -0.968
H 1.9758 -0.4095 -2.7300 0.500
H 0.6601 -0.3615 -1.6826 0.472
```

Properties
spin multiplicity	1
E	-14193.8667	eV
SMILES string	CCCNC(C)C.O.O.O
LUMO	0.7	eV
ΔE to the lowest compared entry with this formula, charge and spin	1.394	eV
HOMO-LUMO gap	10.0813	eV



Entry 4:
This record from the Open Molecules 2025 dataset describes 6 unconnected molecules or ions with the total composition C6H21NO5. The level of theory is ωB97M-V with the def2-TZVPD basis set.

```
33
Properties=species:S:1:pos:R:3:nbo_charge:R:1
C 0.9308 -1.1546 -2.7696 -0.366
C 0.7977 0.1550 -2.9181 -0.224
C 1.5226 1.1996 -2.0276 -0.258
N 0.6639 1.6431 -0.9225 -0.649
C 1.1809 1.4411 0.3963 0.008
C 0.3423 1.1517 1.3920 -0.304
C 0.8072 0.6866 2.7293 -0.655
H 1.6089 -1.7079 -2.1073 0.227
H 0.3168 -1.9177 -3.2569 0.196
H 0.1007 0.6074 -3.6588 0.199
H 2.5046 0.8286 -1.7330 0.200
H 1.6431 2.1102 -2.6686 0.188
H -0.2216 1.1285 -0.9504 0.391
H 2.2841 1.4851 0.5133 0.194
H -0.7155 1.2236 1.1950 0.194
H -0.0687 0.6193 3.3774 0.211
H 1.2802 -0.3064 2.7197 0.205
H 1.4761 1.3515 3.2785 0.227
O -2.3740 -1.0598 -1.1533 -0.956
H -2.5627 -0.6716 -0.2884 0.471
H -1.9196 -1.8612 -0.8448 0.485
O -2.3280 -0.3086 2.2587 -0.944
H -2.3282 0.4596 1.6583 0.474
H -1.3660 -0.2681 2.3638 0.473
O -2.2874 1.7427 -0.6428 -0.952
H -2.1564 1.3373 -1.5164 0.485
H -1.7617 2.5431 -0.8062 0.479
O 2.0562 -1.6672 0.0080 -0.938
H 1.9257 -0.7855 0.3787 0.473
H 2.5589 -2.0923 0.7132 0.466
O -1.1944 -2.6118 1.3792 -0.956
H -0.6729 -2.9223 2.1266 0.468
H -2.0437 -2.3790 1.7768 0.487
```

Properties
spin multiplicity	1
E	-18288.1931	eV
SMILES string	C=CCN/C=C/C.O.O.O.O.O
LUMO	0.4	eV
ΔE to the lowest compared entry with this formula, charge and spin	3.853	eV
HOMO-LUMO gap	8.6801	eV



Entry 5:
This record from the Open Molecules 2025 dataset describes 5 unconnected molecules or ions with the total composition C6H21NO5. The level of theory is ωB97M-V with the def2-TZVPD basis set.

```
33
Properties=species:S:1:pos:R:3:nbo_charge:R:1
C 1.6509 -2.2095 1.2006 -0.636
C 1.1039 -1.9953 -0.2288 -0.446
C -0.0263 -0.9855 -0.4369 -0.415
C 0.2572 0.2719 -1.2762 -0.051
C 0.9620 -0.1537 -2.5647 -0.633
N -0.9522 1.0143 -1.6649 -0.602
C -1.8459 1.4872 -0.7794 0.542
O -1.6954 1.2883 0.4180 -0.699
H 2.6172 -2.7038 1.1337 0.219
H 0.9671 -2.8296 1.7793 0.216
H 1.7432 -1.3585 1.8897 0.215
H 1.9062 -2.0704 -0.9488 0.225
H 0.6502 -2.9611 -0.3470 0.220
H -0.3337 -0.6790 0.5599 0.222
H -0.9343 -1.5048 -0.7545 0.197
H 0.8962 0.9149 -0.6712 0.201
H 1.1258 0.6271 -3.3151 0.210
H 0.3525 -0.8881 -3.1023 0.212
H 1.9513 -0.5283 -2.3061 0.240
H -0.9835 1.1670 -2.6601 0.405
H -2.8062 1.8295 -1.1705 0.151
O 0.9602 2.7747 1.6477 -0.971
H 0.2618 2.1196 1.5921 0.497
H 1.0379 3.3805 0.9105 0.475
O -1.3357 0.0159 3.2826 -0.945
H -1.5291 -0.2598 2.3843 0.471
H -1.6577 0.9104 3.4132 0.476
O -3.6405 -0.4584 0.3196 -0.942
H -2.8742 -0.9675 0.0364 0.459
H -3.2898 0.1635 0.9557 0.482
O 4.1025 -1.0829 -0.6612 -0.925
H 4.2468 -0.1270 -0.7598 0.463
H 3.3378 -0.9729 -0.0737 0.467
```

Properties
spin multiplicity	1
E	-18289.8132	eV
SMILES string	CCC[C@@H](C)NC=O.O.O.O.O
LUMO	0.3	eV
ΔE to the lowest compared entry with this formula, charge and spin	2.233	eV
HOMO-LUMO gap	10.8033	eV



Entry 6:
This record from the Open Molecules 2025 dataset describes a molecular structure, C6H21NO5Rb. The level of theory is ωB97M-V with the def2-TZVPD basis set.

```
34
Properties=species:S:1:pos:R:3:nbo_charge:R:1
Rb 1.8313 -0.8880 1.5576 0.991
C 3.2120 1.3509 -2.1138 -0.256
O 1.9352 0.6749 -1.8066 -0.578
C 1.0019 0.7331 -2.8512 -0.064
C -0.2957 -0.0007 -2.4922 -0.228
N -1.0596 0.4413 -1.3485 -0.628
C -2.4456 -0.1462 -1.3857 -0.238
C -3.4486 0.7044 -0.6068 -0.073
O -3.1977 0.6827 0.7820 -0.560
C -4.3248 0.8275 1.6065 -0.242
H 3.7773 0.7589 -2.8335 0.187
H 3.6739 1.5703 -1.1512 0.188
H 3.0494 2.3035 -2.6181 0.185
H 1.3695 0.1911 -3.7225 0.175
H 0.7046 1.7387 -3.1486 0.165
H 0.0179 -1.0277 -2.3055 0.179
H -0.8469 0.0631 -3.4304 0.174
H -1.1468 1.4433 -1.4406 0.350
H -2.4223 -1.1357 -0.9291 0.202
H -2.8800 -0.1845 -2.3847 0.182
H -4.4608 0.3925 -0.8644 0.180
H -3.4197 1.7766 -0.8005 0.171
H -5.0684 0.0882 1.3088 0.170
H -4.6355 1.8593 1.4423 0.171
H -3.9716 0.6341 2.6194 0.195
O 0.5096 0.0828 5.6385 -0.953
H 0.8573 0.9509 5.8430 0.473
H 0.1371 -0.2271 6.4640 0.481
O 5.6914 -0.0349 3.2977 -0.953
H 5.8589 0.9063 3.3480 0.475
H 5.8986 -0.3625 4.1729 0.478
O 1.2695 -5.0626 0.2427 -0.954
H 1.9332 -5.1672 -0.4390 0.473
H 0.8953 -5.9372 0.3495 0.482
```

Properties
spin multiplicity	1
charge	+1
E	-18939.0364	eV
LUMO	-3.1	eV
ΔE to the lowest compared entry with this formula, charge and spin	1.078	eV
HOMO-LUMO gap	8.4768	eV